ORCA calculation (wB97M-V/def2-TZVPD) on a structure of composition C15H60O15 in a non-equilibrium geometry.

Geometry (Å):
C (4.04227, 0.16379, -0.66104)
O (2.94057, 0.93950, -0.31499)
H (3.69372, -0.82016, -0.97481)
H (4.59833, 0.56421, -1.50872)
H (4.70383, -0.01880, 0.18577)
H (2.30971, 0.85218, -1.03331)
C (-2.38549, 2.62967, -0.74727)
O (-1.58899, 3.76587, -0.78826)
H (-3.26809, 2.84696, -0.14569)
H (-2.62722, 2.57964, -1.80895)
H (-1.86571, 1.76018, -0.34490)
H (-1.45745, 4.12815, 0.09098)
C (0.05924, 0.02731, -0.19737)
O (-0.40016, -0.17423, 1.07645)
H (-0.21825, 0.98012, -0.64820)
H (1.13724, -0.13380, -0.18871)
H (-0.36327, -0.73541, -0.85146)
H (-0.31306, 0.58599, 1.65617)
C (-0.49836, -0.37264, 3.74069)
O (-0.83459, -1.72715, 4.04570)
H (-0.73478, -0.16158, 2.69778)
H (-1.06697, 0.30526, 4.37728)
H (0.55117, -0.18850, 3.97020)
H (-0.30543, -2.32918, 3.51734)
C (1.18644, -2.69117, 0.62057)
O (2.11878, -3.16705, 1.58277)
H (1.81420, -2.30463, -0.18231)
H (0.53454, -3.51004, 0.31635)
H (0.54705, -1.86959, 0.94352)
H (2.64238, -2.42762, 1.90010)
C (3.38348, -0.32220, 2.40076)
O (2.57867, -1.05501, 1.46152)
H (4.28023, -0.85848, 2.71114)
H (3.75924, 0.55266, 1.87018)
H (2.77491, 0.01699, 3.23903)
H (2.06810, -0.40846, 0.96866)
C (0.65474, -1.92315, -1.92918)
O (1.55742, -2.98209, -2.27555)
H (0.16235, -2.20151, -0.99743)
H (1.18036, -0.99333, -1.71177)
H (-0.10687, -1.67724, -2.66917)
H (2.15483, -2.72974, -2.98338)
C (-2.17345, -2.49456, 1.45792)
O (-1.19396, -2.08034, 0.49698)
H (-2.99362, -1.78059, 1.53318)
H (-2.60917, -3.45723, 1.19050)
H (-1.66651, -2.56298, 2.42043)
H (-0.63759, -1.35123, 0.78062)
C (-2.73311, -0.38214, -0.10261)
O (-3.72212, 0.61674, -0.14739)
H (-2.10441, -0.26018, -0.98463)
H (-2.07318, -0.33875, 0.76383)
H (-3.27487, -1.32751, -0.07313)
H (-4.00704, 0.70016, -1.06033)
C (0.97554, 3.39893, -1.48048)
O (1.65408, 2.89850, -2.61077)
H (0.21687, 4.10547, -1.81709)
H (0.57929, 2.56688, -0.89842)
H (1.75785, 3.93078, -0.93899)
H (2.08690, 3.61794, -3.07626)
C (1.07917, 2.01978, 2.18561)
O (-0.26684, 1.57377, 2.26424)
H (1.21690, 3.10103, 2.19055)
H (1.60723, 1.54543, 3.01280)
H (1.54086, 1.55998, 1.31180)
H (-0.65456, 1.78151, 3.11753)
C (-0.80078, 1.42579, -2.80759)
O (-1.89967, 1.73774, -3.69733)
H (-0.90825, 0.45077, -2.33231)
H (0.09089, 1.40644, -3.43421)
H (-0.70286, 2.25884, -2.11151)
H (-2.73693, 1.64483, -3.23693)
C (-1.73870, -3.58918, -1.49342)
O (-1.62783, -2.19127, -1.35467)
H (-0.88767, -4.05463, -1.99061)
H (-1.65064, -4.16331, -0.57107)
H (-2.55677, -3.91001, -2.13835)
H (-1.53303, -2.03615, -0.41204)
C (2.30277, 0.32004, -3.16956)
O (1.73405, 0.77611, -1.89565)
H (1.45492, 0.16640, -3.83712)
H (2.94686, 1.12951, -3.51306)
H (2.87879, -0.59169, -3.01128)
H (1.54911, 1.71657, -1.94964)
C (-2.74933, 0.84375, 2.47951)
O (-3.88795, 1.31786, 1.73336)
H (-2.70572, -0.24530, 2.46522)
H (-1.81568, 1.10951, 1.98376)
H (-2.81485, 1.30844, 3.46330)
H (-3.94392, 0.87220, 0.88491)

Values from the calculation:
- E_HOMO: -0.296 Ha
- Frontier orbital gap: 0.2960 Ha
- Energy: -1735.0271 Eh
- Lowest unoccupied orbital energy: 0.00 eV
- Energy relative to the best compared isomer or geometry (same formula, charge and spin): 664.87 kcal per mole



ORCA calculation (wB97M-V/def2-TZVPD) on the ion C5H12NO with charge -1 in a non-equilibrium geometry.

Geometry (Å):
C (-1.89131, 1.74838, -0.08067)
C (-0.44354, 2.12059, 0.26098)
N (0.40249, 0.96232, 0.61455)
C (2.04328, -0.63503, -0.15525)
C (0.56639, -0.21276, -0.25956)
C (-0.41498, -1.39943, 0.07537)
O (-0.10427, -2.58005, -0.42947)
H (-1.91754, 1.19618, -1.01087)
H (-2.22987, 0.93176, 0.55874)
H (-2.50379, 2.65024, -0.08279)
H (0.09750, 2.59647, -0.55743)
H (-0.49165, 2.65271, 1.20880)
H (0.23342, 0.72997, 1.57182)
H (2.65179, -0.26143, -0.97650)
H (2.16907, -1.72279, -0.12829)
H (2.42470, -0.27941, 0.79679)
H (0.34977, 0.19335, -1.24934)
H (-1.39922, -0.99364, -0.29967)
H (-0.44811, -1.35657, 1.20965)

Values from the calculation:
- E_HOMO: -0.084 Ha
- Net charge: -1
- Frontier orbital gap: 0.2261 Ha
- Energy: -327.6600 Eh
- Lowest unoccupied orbital energy: 3.88 eV
- SMILES: CCN[C@@H](C)C[O-]
- Energy relative to the best compared isomer or geometry (same formula, charge and spin): 22.60 kcal per mole



ORCA calculation (wB97M-V/def2-TZVPD) on an isolated molecule of C17H25F3N4O3.

Geometry (Å):
C (1.42142, 3.36699, -1.55969)
C (0.32823, 4.29405, -1.04438)
C (-1.06645, 3.68146, -1.14919)
N (-1.21432, 2.49172, -0.32337)
C (-1.18616, 1.25001, -0.85398)
O (-0.88945, 1.02458, -2.02145)
C (-1.39449, 0.04676, 0.07972)
C (-2.18725, 0.19668, 1.34939)
N (-2.37500, 1.33766, 1.99803)
N (-3.10209, 1.01578, 3.07284)
C (-3.38026, -0.30640, 3.12727)
C (-2.79993, -0.88608, 2.02812)
C (-2.80223, -2.31983, 1.60802)
N (-0.09024, -0.59096, 0.39405)
C (0.74694, 0.30909, 1.19012)
C (1.98508, -0.39815, 1.70801)
C (2.79781, -0.88262, 0.51478)
C (4.05638, -1.59870, 0.94269)
F (3.79872, -2.69682, 1.68033)
F (4.78913, -2.00005, -0.11454)
F (4.84873, -0.80363, 1.68882)
C (1.92864, -1.77887, -0.35672)
C (0.62920, -1.07255, -0.78416)
C (-0.16831, -2.09865, -1.57920)
O (-1.26866, -2.51584, -1.33118)
O (0.52600, -2.47697, -2.65866)
C (-0.15027, -3.39296, -3.52695)
H (2.40668, 3.82555, -1.46712)
H (1.43099, 2.43366, -0.99375)
H (1.25641, 3.10924, -2.60655)
H (0.52308, 4.55655, -0.00025)
H (0.33430, 5.23023, -1.60940)
H (-1.81848, 4.40749, -0.83581)
H (-1.27353, 3.39974, -2.18230)
H (-1.65082, 2.57123, 0.58802)
H (-1.93681, -0.66925, -0.53107)
H (-3.37969, 1.73617, 3.71306)
H (-3.95783, -0.72901, 3.93249)
H (-3.17705, -2.96101, 2.40531)
H (-3.42850, -2.47127, 0.72712)
H (-1.79725, -2.64030, 1.33724)
H (1.05090, 1.19657, 0.61236)
H (0.14632, 0.67159, 2.02350)
H (2.56907, 0.28725, 2.32405)
H (1.69355, -1.25106, 2.32480)
H (3.13912, -0.01947, -0.06680)
H (2.46667, -2.08557, -1.25111)
H (1.66705, -2.67883, 0.20742)
H (0.87490, -0.26767, -1.49069)
H (0.53548, -3.58218, -4.34645)
H (-0.38189, -4.31648, -2.99925)
H (-1.07385, -2.94881, -3.89355)

Values from the calculation:
- E_HOMO: -0.322 Ha
- Frontier orbital gap: 0.3487 Ha
- Energy: -1407.2002 Eh
- Lowest unoccupied orbital energy: 0.74 eV
- SMILES: CCCNC(=O)[C@H](c1n[nH]cc1C)N1CC[C@@H](C(F)(F)F)C[C@H]1C(=O)OC
- Energy relative to the best compared isomer or geometry (same formula, charge and spin): 2.17 kcal per mole



ORCA calculation (wB97M-V/def2-TZVPD) on a cluster of 4 separate species, C14H28FN5O6S in total in a non-equilibrium geometry.

Geometry (Å):
C (1.57677, 4.05819, 1.47469)
C (1.47949, 2.91108, 1.04633)
N (1.68797, 1.64580, 0.41599)
N (2.05239, 0.61782, 1.24953)
C (0.97025, -0.15934, 1.84664)
C (3.26388, 0.77502, 2.02785)
C (3.43923, 1.61124, 3.33983)
O (4.24609, 0.16059, 1.65831)
S (2.65238, 1.75750, -1.01126)
O (3.32357, 0.47062, -1.23909)
O (1.79221, 2.04208, -2.17427)
F (3.73979, 2.97709, -0.80841)
H (1.50843, 5.15730, 1.57466)
H (0.87444, -0.11269, 2.95917)
H (-0.03129, 0.06406, 1.36613)
H (1.15982, -1.24541, 1.60177)
H (3.97978, 2.57403, 3.14458)
H (2.48893, 1.76673, 3.90598)
H (4.12140, 1.01753, 4.00754)
C (-4.21115, 1.63993, 0.32993)
C (-2.82230, 1.74935, 0.89909)
O (-1.97742, 0.88151, 0.71900)
N (-2.51840, 2.85191, 1.63127)
C (-3.37054, 3.97888, 1.95489)
H (-4.29915, 0.70911, -0.22631)
H (-4.94702, 1.63171, 1.13586)
H (-4.40518, 2.46949, -0.35213)
H (-1.57043, 2.85365, 1.97781)
H (-2.90744, 4.88796, 1.56613)
H (-3.44584, 4.05744, 3.04115)
H (-4.36505, 3.87228, 1.53198)
C (3.32409, -1.30745, -3.50530)
C (3.04582, -2.38298, -4.52258)
O (1.98538, -2.98993, -4.55497)
N (4.02238, -2.67267, -5.42666)
C (5.33525, -2.07297, -5.55349)
H (2.45840, -1.19199, -2.85955)
H (4.18044, -1.58451, -2.88840)
H (3.51140, -0.35547, -4.00453)
H (3.76427, -3.40136, -6.07417)
H (5.42421, -1.63644, -6.55061)
H (6.08830, -2.85615, -5.44253)
H (5.50446, -1.30258, -4.80688)
C (-4.02356, -3.07932, 2.80450)
C (-5.18089, -2.67276, 1.92985)
O (-6.23825, -2.27452, 2.39620)
N (-5.02463, -2.75853, 0.58170)
C (-3.86120, -3.20124, -0.16345)
H (-4.30383, -2.95441, 3.84827)
H (-3.77337, -4.12830, 2.63660)
H (-3.15661, -2.44792, 2.60061)
H (-5.84167, -2.46923, 0.06623)
H (-3.53513, -2.38879, -0.81538)
H (-4.14773, -4.05504, -0.78063)
H (-3.04314, -3.48790, 0.49054)

Values from the calculation:
- E_HOMO: -0.334 Ha
- Frontier orbital gap: 0.3331 Ha
- Energy: -1773.3598 Eh
- Lowest unoccupied orbital energy: -0.02 eV
- SMILES: C#CN(N(C)C(C)=O)S(=O)(=O)F.CNC(C)=O.CNC(C)=O.CNC(C)=O



ORCA calculation (wB97M-V/def2-TZVPD) on a cluster of 2 separate species, C3H7N in total in a non-equilibrium geometry.

Geometry (Å):
C (3.37526, 1.04921, -0.14307)
C (4.02352, -0.05528, -0.62299)
H (3.79544, 1.73374, 0.60271)
H (2.51609, 1.49451, -0.65179)
H (4.56997, -0.78109, -0.02939)
H (3.80039, -0.21092, -1.68445)
C (-4.18319, -0.57098, 0.72366)
N (-3.21380, -0.41515, -0.07953)
H (-5.14987, -0.58582, 0.19804)
H (-4.35209, -0.61775, 1.80330)
H (-2.33633, -0.44015, 0.46166)

Values from the calculation:
- ⟨S²⟩: 0.754
- E_HOMO (alpha / beta): -0.452 / -0.452 Ha
- Net charge: +1
- Frontier orbital gap (alpha / beta): 0.2004 / 0.0838 Ha
- Energy: -172.7987 Eh
- Lowest unoccupied orbital energy (alpha / beta): -6.84 / -10.02 eV
- Energy relative to the best compared isomer or geometry (same formula, charge and spin): 101.27 kcal per mole
- Spin multiplicity: 2